a:
ORCA calculation (the ωB97M-V functional and the def2-TZVPD basis) on 7 unconnected molecules or ions with the total composition H13O6S.

Positions of all 20 atoms, in Å:
S (0.7366, 0.7177, 0.8360)
H (1.8464, 0.9928, 1.5582)
H (3.2523, 1.6710, -0.3600)
H (2.6499, 0.4235, -1.0172)
O (3.2514, 1.1383, -1.1646)
H (0.2891, -0.8704, 2.3011)
H (-0.2453, -1.7732, 3.4178)
O (0.2426, -1.8184, 2.6057)
H (1.1811, -2.5666, 0.8599)
H (1.4542, -3.0493, -0.5437)
O (1.8380, -2.9955, 0.3344)
H (-2.7642, 2.5690, -2.2695)
H (-3.4396, 1.4847, -1.4396)
O (-3.5967, 2.1159, -2.1431)
H (-2.8939, 0.4305, 1.4064)
H (-1.7899, -0.3051, 0.7282)
O (-2.7538, -0.1891, 0.6835)
H (-0.4353, 0.8435, -1.2571)
H (0.2522, -0.3069, -1.9812)
O (-0.3853, 0.3997, -2.1153)

## Properties
Total charge = -1
LUMO level = 3.359 eV
Frontier orbital gap = 0.287 hartree
Spin multiplicity = 1

b:
ORCA calculation (the ωB97M-V functional and the def2-TZVPD basis) on 7 unconnected molecules or ions with the total composition H13O6S.

Positions of all 20 atoms, in Å:
S (-0.3138, -1.1265, -0.4578)
H (-0.2823, 0.1407, -0.9965)
H (-3.5975, -3.1700, 0.4011)
H (-2.9044, -3.2479, 1.6874)
O (-3.7461, -3.5414, 1.2747)
H (4.4504, 0.5336, -0.9634)
H (5.6521, -0.1466, -0.3469)
O (5.3294, 0.7154, -0.6049)
H (1.4499, 2.7967, 2.2801)
H (0.1480, 3.2049, 1.7019)
O (0.8129, 3.5219, 2.3253)
H (1.0234, 0.3825, 0.5560)
H (2.1007, 0.5150, 1.7151)
O (1.7095, 0.9620, 0.9557)
H (-1.0936, -1.3534, -4.0029)
H (-0.6714, -1.9912, -2.6784)
O (-1.1744, -2.1757, -3.4978)
H (-2.9093, 2.3729, -0.4007)
H (-2.2915, 1.6349, 0.6961)
O (-2.4673, 2.5548, 0.4291)

## Properties
Total charge = -1
LUMO level = 3.200 eV
Frontier orbital gap = 0.274 hartree
Spin multiplicity = 1

Least stable of them? b.

a:
ORCA calculation (the ωB97M-V functional and the def2-TZVPD basis) on a molecular structure, C9H18LiO13P.

Positions of all 42 atoms, in Å:
Li (-18.1674, -55.9871, -5.6760)
P (-18.6799, -53.9540, -7.2272)
O (-17.4712, -54.5872, -6.7349)
O (-19.5099, -54.8856, -6.1812)
O (-19.1739, -54.3797, -8.6069)
O (-18.9956, -52.5869, -6.8182)
C (-21.0017, -57.7203, -5.8167)
O (-20.6649, -59.0456, -5.6043)
C (-21.2046, -59.8327, -4.6401)
O (-22.1198, -59.3080, -3.9967)
O (-20.8861, -61.0977, -4.4981)
C (-21.4229, -61.8144, -3.3113)
H (-20.5101, -56.9057, -5.0691)
H (-22.1181, -57.7493, -6.0327)
H (-20.6981, -57.5228, -6.7998)
H (-20.8093, -61.5862, -2.6480)
H (-21.4192, -62.8492, -3.4701)
H (-22.5664, -61.5638, -3.2908)
C (-15.1775, -55.5812, -4.0656)
O (-15.9671, -55.3745, -2.9097)
C (-17.0945, -55.9847, -2.7667)
O (-17.7443, -56.5389, -3.6762)
O (-17.5822, -56.1247, -1.5252)
C (-18.5389, -57.0507, -1.1808)
H (-14.3454, -54.9633, -3.9421)
H (-15.8058, -55.3283, -4.9576)
H (-14.7979, -56.6223, -4.3500)
H (-18.7467, -57.2969, -0.2795)
H (-18.5916, -57.8948, -1.6235)
H (-19.4522, -56.5816, -1.6235)
C (-17.1767, -60.6557, -5.8390)
O (-17.8278, -60.0471, -6.9500)
C (-17.8170, -58.6839, -7.1558)
O (-17.7416, -57.8093, -6.3052)
O (-17.9201, -58.4652, -8.5196)
C (-18.2609, -57.1460, -8.8920)
H (-17.9822, -61.2142, -5.2761)
H (-16.4776, -59.9970, -5.0698)
H (-16.7010, -61.5866, -6.2445)
H (-18.2929, -57.2959, -9.9437)
H (-17.5293, -56.4172, -8.8226)
H (-19.0382, -56.7568, -8.3114)

## Properties
Total charge = -2
LUMO level = 3.829 eV
Frontier orbital gap = 0.075 hartree
Spin multiplicity = 1

b:
ORCA calculation (the ωB97M-V functional and the def2-TZVPD basis) on a molecular structure, C9H18LiO13P.

Positions of all 42 atoms, in Å:
Li (0.3912, -1.7350, 1.0439)
P (2.3842, -1.8990, 2.6489)
O (1.2202, -2.6910, 2.3929)
O (2.3312, -1.1810, 3.9559)
O (2.0022, -0.8820, 1.6059)
O (3.6292, -2.7170, 2.2379)
C (-0.4238, 0.4730, -3.5981)
O (-0.2648, -0.4830, -2.4531)
C (0.9882, -0.9810, -2.1761)
O (2.0342, -0.6850, -2.6371)
O (0.8772, -1.9160, -1.2741)
C (1.9652, -2.7470, -1.1111)
H (0.2632, 0.5060, -4.5321)
H (-0.5368, 1.6510, -3.4461)
H (-1.6128, 0.4230, -3.9161)
H (2.7502, -3.0270, -1.9351)
H (1.4772, -3.8690, -1.0051)
H (2.5962, -2.5210, -0.3491)
C (0.9732, 1.6250, -0.0101)
O (0.0322, 2.7470, -0.1051)
C (0.5122, 3.9830, -0.0171)
O (1.6612, 4.2260, -0.2281)
O (-0.4418, 4.8170, 0.2369)
C (-0.0568, 6.0980, 0.5679)
H (0.5352, 0.9200, 0.4699)
H (1.8182, 1.8410, 0.9509)
H (1.5572, 1.3990, -0.9321)
H (0.4752, 6.6870, -0.1271)
H (0.7292, 6.2160, 1.2509)
H (-0.8418, 6.7900, 0.9699)
C (-2.4128, -1.9580, 3.3989)
O (-2.7878, -2.6090, 2.1069)
C (-2.4558, -2.0560, 0.9649)
O (-1.5598, -1.1860, 0.9129)
O (-3.2238, -2.2260, -0.1631)
C (-2.6478, -1.8700, -1.4111)
H (-2.9028, -2.3640, 4.1199)
H (-2.4708, -0.8490, 3.3099)
H (-1.1928, -2.1120, 3.3619)
H (-2.5578, -0.7840, -1.5791)
H (-3.1228, -2.5620, -2.2621)
H (-1.6918, -2.4910, -1.2381)

## Properties
Total charge = -2
LUMO level = 4.055 eV
Frontier orbital gap = 0.093 hartree
Spin multiplicity = 1

Least stable of them? b.

a:
ORCA calculation (the ωB97M-V functional and the def2-TZVPD basis) on 2 unconnected molecules or ions with the total composition C3H7O2S.

Positions of all 13 atoms, in Å:
O (0.2613, 3.0013, -0.1067)
C (0.3466, 1.7918, -0.0082)
C (1.2867, 0.8318, -0.5834)
C (0.9314, -0.6621, -0.2960)
S (-0.5403, -1.2189, -1.1692)
H (-0.6020, 1.3378, 0.3987)
H (2.3471, 1.0452, -0.4180)
H (1.0945, 0.8357, -1.6816)
H (1.0327, -0.7523, 0.7896)
H (1.6950, -1.2125, -0.8388)
H (-1.9488, -1.6135, 0.8649)
H (-3.3053, -1.3815, 1.5870)
O (-2.5987, -2.0029, 1.4615)

## Properties
Total charge = -1
LUMO level = 3.940 eV
Frontier orbital gap = 0.254 hartree
Spin multiplicity = 1

b:
ORCA calculation (the ωB97M-V functional and the def2-TZVPD basis) on 2 unconnected molecules or ions with the total composition C3H7O2S.

Positions of all 13 atoms, in Å:
C (-0.5240, 0.9940, -0.3643)
C (-1.3192, 1.3758, 0.8162)
C (1.0963, -1.3055, -1.0041)
O (2.0279, 0.9932, -0.0819)
O (0.8795, -0.4620, 1.5212)
S (0.9121, 0.0707, 0.1661)
H (-1.7737, -1.5456, -0.6971)
H (-2.3697, 1.2048, 0.5807)
H (-1.2006, 2.4574, 0.9529)
H (-1.0453, 0.8489, 1.7334)
H (1.7979, -2.0261, -0.6026)
H (0.0918, -1.7116, -1.0732)
H (1.4271, -0.8940, -1.9472)

## Properties
Total charge = -1
LUMO level (spin up / spin down) = 3.881 / 2.990 eV
Frontier orbital gap (spin up / spin down) = 0.281 / 0.207 hartree
Spin multiplicity = 1

Least stable of them? b.

a:
ORCA calculation (the ωB97M-V functional and the def2-TZVPD basis) on 2 unconnected molecules or ions with the total composition C3H7O2S.

Positions of all 13 atoms, in Å:
C (-0.4706, -1.4782, -1.8120)
C (-0.3467, -0.6298, -0.5588)
S (-2.0080, -0.0920, -0.0061)
H (-1.1144, -2.3399, -1.6290)
H (-0.9351, -0.9350, -2.6348)
H (0.4799, -1.9471, -2.0843)
H (0.1484, 0.3021, -0.8002)
H (0.2102, -1.0535, 0.2605)
H (-1.6755, 0.0772, 1.2774)
O (2.4906, 2.0476, 2.6739)
C (1.4459, 2.0153, 2.0096)
O (0.8550, 1.0406, 1.4885)
H (0.9204, 2.9929, 1.8153)

## Properties
Total charge = -1
LUMO level = 3.387 eV
Frontier orbital gap = 0.274 hartree
Spin multiplicity = 1

b:
ORCA calculation (the ωB97M-V functional and the def2-TZVPD basis) on 2 unconnected molecules or ions with the total composition C3H7O2S.

Positions of all 13 atoms, in Å:
C (0.9875, 1.2528, 0.1353)
C (-1.4129, 0.1696, 0.1943)
C (-0.1828, 0.7172, 0.8526)
O (1.8964, -1.6044, -1.1567)
O (-0.5481, -2.3129, -1.0052)
S (0.8765, -2.5540, -0.5630)
H (0.8941, 1.7616, -0.8422)
H (1.5875, 1.8096, 0.7311)
H (1.5984, 0.3273, -0.2661)
H (-2.1212, 0.7802, -0.4409)
H (-2.0508, -0.1200, 0.9571)
H (-1.3282, -0.6837, -0.5484)
H (-0.1965, 0.4567, 1.9523)

## Properties
Total charge = -1
LUMO level (spin up / spin down) = 4.182 / 4.122 eV
Frontier orbital gap (spin up / spin down) = 0.221 / 0.268 hartree
Spin multiplicity = 1

Least stable of them? b.

a:
ORCA calculation (the ωB97M-V functional and the def2-TZVPD basis) on 3 unconnected molecules or ions with the total composition C5H18N2O2S.

Positions of all 28 atoms, in Å:
C (-0.1407, 2.2614, -0.1783)
N (0.3262, 1.3312, -1.2025)
C (1.7169, 0.8955, -1.0652)
C (1.9414, -0.4852, -0.4587)
S (1.7925, -1.8605, -1.6580)
C (-0.3713, 1.7155, 1.2237)
N (-1.6215, 0.9472, 1.3894)
C (-1.4382, -0.4958, 1.4111)
H (-1.0722, 2.6910, -0.5592)
H (0.5684, 3.0895, -0.1157)
H (-0.2895, 0.5389, -1.3144)
H (2.1840, 0.9570, -2.0531)
H (2.2583, 1.6422, -0.4774)
H (1.2690, -0.6630, 0.3778)
H (2.9530, -0.5743, -0.0617)
H (0.5745, -1.5959, -2.1483)
H (-0.4539, 2.5393, 1.9444)
H (0.4579, 1.1118, 1.5921)
H (-2.2967, 1.2158, 0.6721)
H (-2.3898, -1.0067, 1.5670)
H (-0.7987, -0.7687, 2.2481)
H (-0.9491, -0.9406, 0.5362)
H (-2.2561, -1.0655, -1.0568)
H (-2.3539, -1.0189, -2.5626)
O (-1.7499, -1.1749, -1.8603)
H (1.3410, -3.2856, 1.6986)
H (0.3062, -3.1340, 0.5911)
O (0.4922, -2.8665, 1.5203)

## Properties
SMILES = CNCCNCCS.O.O
LUMO level = 0.455 eV
Frontier orbital gap = 0.319 hartree
Spin multiplicity = 1

b:
ORCA calculation (the ωB97M-V functional and the def2-TZVPD basis) on 3 unconnected molecules or ions with the total composition C5H18N2O2S.

Positions of all 28 atoms, in Å:
C (-0.7501, -0.5071, -1.9164)
N (0.5932, 0.0324, -2.1354)
C (1.6194, -0.6052, -1.2024)
C (2.3780, 0.4807, -0.4352)
S (3.2956, 0.0461, 1.1613)
C (-1.3327, 0.3130, -0.6042)
N (-0.7858, -0.4301, 0.6577)
C (-2.8429, -0.0009, -0.6286)
H (-1.3524, -0.3372, -2.7672)
H (-0.6819, -1.5835, -1.6964)
H (0.8767, 0.0577, -3.1419)
H (2.3814, -1.0705, -1.7950)
H (1.1455, -1.3269, -0.4474)
H (3.2428, 1.1460, -0.8468)
H (1.5100, 1.3083, -0.1768)
H (-0.9332, 1.3882, -0.5481)
H (2.9423, -1.2186, 1.0285)
H (0.2082, -0.1814, 0.9391)
H (-1.2841, -0.1713, 1.5149)
H (-3.3212, -0.2591, 0.2961)
H (-3.3488, 1.1109, -0.8876)
H (-3.3213, -0.5679, -1.3499)
H (0.0932, -1.2491, 2.4327)
H (-0.7827, -0.7981, 3.5517)
O (0.1395, -0.8496, 3.2593)
H (0.1926, 2.0164, 1.1869)
H (0.2951, 1.2218, 2.5010)
O (-0.1764, 2.0352, 2.0501)

## Properties
SMILES = C[C@@H](N)CNCCS.O.O
LUMO level = 0.736 eV
Frontier orbital gap = 0.359 hartree
Spin multiplicity = 1

Least stable of them? b.

a:
ORCA calculation (the ωB97M-V functional and the def2-TZVPD basis) on a gas-phase ion, C4H10N3S (charge +1).

Positions of all 18 atoms, in Å:
C (-1.1000, -2.2524, -0.0063)
C (-1.5887, -0.8101, -0.0043)
C (0.7816, -0.3886, 0.0670)
C (-0.6361, 1.4751, -0.4680)
N (0.0958, -2.5342, -0.1263)
N (3.2001, -0.5166, 0.7056)
N (-0.4785, 0.0177, -0.6047)
S (2.3490, -0.1089, -0.6805)
H (-1.6707, -3.1977, -0.1349)
H (-2.5777, -0.5842, -0.3813)
H (-1.5589, -0.5849, 1.1940)
H (1.0326, -0.1583, 1.0293)
H (0.1966, 2.1106, -0.8552)
H (-1.4834, 1.7138, -0.9532)
H (-0.6830, 1.6839, 0.6308)
H (3.9777, -1.1419, 0.4611)
H (3.4993, 0.3698, 1.1877)
H (-0.4222, -0.3895, -1.5303)

## Properties
Total charge = +1
LUMO level (spin up / spin down) = -4.035 / -4.095 eV
Frontier orbital gap (spin up / spin down) = 0.299 / 0.310 hartree
Spin multiplicity = 1

b:
ORCA calculation (the ωB97M-V functional and the def2-TZVPD basis) on a gas-phase ion, C4H10N3S (charge +1).

Positions of all 18 atoms, in Å:
C (-0.4987, 0.0920, -1.7621)
C (0.8682, -0.4326, -1.3468)
C (1.2345, 0.7109, 1.2959)
C (-1.7429, -1.2590, -0.0289)
N (2.3373, 1.7567, 3.1361)
N (1.5230, 1.3677, 2.3304)
N (-1.3005, -0.0190, -0.6297)
S (1.7202, 0.9685, -0.4103)
H (-0.2910, 1.2577, -1.9663)
H (-0.6686, -0.4926, -2.7064)
H (0.7574, -1.3124, -0.6620)
H (1.4627, -0.7661, -2.1156)
H (0.5978, -0.1257, 1.5651)
H (-2.5571, -1.8354, -0.5987)
H (-1.0093, -1.8957, 0.1974)
H (-2.2356, -0.8919, 0.7986)
H (1.9332, 2.4347, 3.7681)
H (-2.1306, 0.4425, -0.8648)

## Properties
Total charge = +1
LUMO level (spin up / spin down) = -5.948 / -5.949 eV
Frontier orbital gap (spin up / spin down) = 0.253 / 0.253 hartree
Spin multiplicity = 1

Least stable of them? a.